No. 1
Below is a 3-piece molecular cluster, C6H19N3 overall at a distorted geometry, with properties calculated with ωB97M-V with the def2-TZVPD basis set.

## Properties
SMILES string   [H]/N=C/N.CCC.CNC
Total charge   0
Gap between HOMO and LUMO   8.688 eV
LUMO energy   0.97 eV
ΔE to the lowest compared entry with this formula, charge and spin   168.0 kJ/mol

Geometry (Å):
H -1.04 -1.38 2.31
N -0.64 -0.46 2.16
C 0.63 -0.47 2.01
N 1.32 0.71 2.04
H 1.27 -1.35 2.04
H 2.24 0.73 1.65
H 0.76 1.53 1.86
C 0.44 -2.20 -0.86
C 0.85 -0.74 -1.00
C 2.35 -0.56 -0.84
H 0.94 -2.84 -1.59
H 0.70 -2.59 0.13
H -0.64 -2.32 -1.00
H 0.62 -0.44 -2.03
H -0.01 0.07 -0.54
H 2.91 -1.09 -1.62
H 2.64 0.49 -0.90
H 2.72 -0.99 0.10
C -1.17 2.42 -0.23
N -1.29 0.97 -0.14
C -2.49 0.48 -0.78
H -1.09 2.71 -1.28
H -0.28 2.75 0.30
H -2.04 2.95 0.20
H -1.28 0.63 0.88
H -2.43 0.66 -1.86
H -3.41 0.95 -0.40
H -2.56 -0.60 -0.61

Atom charges from the Löwdin analysis, given in e for atoms 1 to 8: 0.054 0.053 -0.371 0.109 0.121 0.081 0.079 -0.143

No. 2
Below is C6H4 as an isolated structure at a distorted geometry, with properties calculated with ωB97M-V with the def2-TZVPD basis set.

## Properties
Total charge   0
Gap between HOMO and LUMO   9.419 eV
LUMO energy   0.41 eV
ΔE to the lowest compared entry with this formula, charge and spin   210.8 kJ/mol

Geometry (Å):
C 2.51 -0.26 0.20
C 1.53 -0.41 -0.67
C 0.24 0.21 -0.23
C -0.91 0.35 0.01
C -2.27 0.61 0.26
C -3.53 0.70 0.22
H 3.43 -1.24 0.30
H 2.32 0.59 1.05
H 1.34 -1.20 -1.53
H -4.67 0.63 0.38

Atom charges from the Löwdin analysis, given in e for atoms 1 to 8: -0.070 -0.239 -0.055 -0.079 -0.145 0.096 0.158 0.118

No. 3
Below is one molecule with the formula C3H6N2O3 at a distorted geometry, with properties calculated with ωB97M-V with the def2-TZVPD basis set.

## Properties
SMILES string   N/C(CC(=O)O)=N\O
Total charge   0
Gap between HOMO and LUMO   9.960 eV
LUMO energy   0.43 eV
ΔE to the lowest compared entry with this formula, charge and spin   313.4 kJ/mol

Geometry (Å):
N 1.56 0.98 -0.23
C 0.43 0.28 0.08
C -0.88 0.81 0.17
C -2.02 -0.22 -0.10
O -3.17 0.13 -0.08
O -1.80 -1.53 -0.21
N 0.58 -0.99 0.33
O 1.98 -1.21 -0.14
H 1.56 2.09 -0.26
H 2.53 0.65 -0.35
H -0.91 1.69 -0.56
H -1.15 1.10 1.20
H -0.79 -1.69 -0.06
H 2.07 -2.09 0.21

Atom charges from the Löwdin analysis, given in e for atoms 1 to 8: 0.116 -0.451 -0.023 -0.524 0.092 0.075 0.050 -0.093

No. 4
Below is C38H24F2HfN2O4P as an isolated structure at a distorted geometry, with properties calculated with ωB97M-V with the def2-TZVPD basis set.

## Properties
Total charge   +1
Gap between HOMO and LUMO   7.864 eV
LUMO energy   -3.59 eV
ΔE to the lowest compared entry with this formula, charge and spin   128.8 kJ/mol

Geometry (Å):
Hf -0.78 -0.68 0.79
F -2.10 -6.18 0.74
C -2.48 -4.95 0.40
C -1.60 -3.90 0.59
C -1.97 -2.60 0.24
C -3.24 -2.40 -0.33
C -4.11 -3.49 -0.46
F -5.36 -3.32 -0.93
C -3.75 -4.77 -0.10
C -3.57 -1.04 -0.77
C -4.59 -0.75 -1.67
C -4.81 0.55 -2.07
C -4.01 1.56 -1.57
C -3.00 1.21 -0.70
N -2.75 -0.05 -0.30
H -0.64 -4.14 1.02
H -4.44 -5.60 -0.21
H -5.20 -1.55 -2.05
H -5.61 0.77 -2.78
H -4.14 2.60 -1.83
H -2.37 1.98 -0.30
O 1.80 0.23 3.42
C 1.40 0.75 2.40
O 0.13 0.76 2.04
C 2.35 1.31 1.37
C 3.69 1.42 1.75
C 4.66 1.80 0.84
C 4.31 2.04 -0.47
C 2.99 1.94 -0.87
C 2.00 1.59 0.04
P 0.24 1.63 -0.46
C 0.20 1.79 -2.26
C -0.27 2.91 -2.95
C -0.34 2.90 -4.33
C 0.06 1.78 -5.04
C 0.53 0.66 -4.37
C 0.59 0.66 -2.98
C -0.25 3.23 0.27
C -1.21 3.35 1.26
C -1.50 4.59 1.82
C -0.82 5.72 1.39
C 0.16 5.61 0.41
C 0.45 4.37 -0.14
H 3.94 1.19 2.78
H 5.69 1.89 1.16
H 5.07 2.32 -1.20
H 2.73 2.13 -1.91
H -0.59 3.79 -2.41
H -0.71 3.77 -4.86
H 0.01 1.77 -6.12
H 0.85 -0.22 -4.91
H 0.96 -0.22 -2.47
H -1.72 2.48 1.66
H -2.24 4.67 2.60
H -1.04 6.69 1.82
H 0.71 6.48 0.08
H 1.24 4.30 -0.88
O 2.57 -2.43 -0.74
C 2.09 -2.56 0.34
N 0.95 -1.84 0.81
C 0.63 -2.29 2.06
O -0.42 -1.85 2.58
C 1.61 -3.28 2.52
C 1.73 -3.97 3.71
C 2.80 -4.85 3.82
C 3.70 -5.03 2.77
C 3.56 -4.33 1.57
C 2.50 -3.46 1.47
H 1.03 -3.82 4.53
H 2.95 -5.41 4.73
H 4.52 -5.72 2.89
H 4.26 -4.46 0.75

Atom charges from the Löwdin analysis, given in e for atoms 1 to 8: 1.811 0.092 -0.257 -0.038 -0.162 -0.153 -0.206 0.075

No. 5
Below is a 2-piece molecular cluster, C6H14S2Si2 overall at a distorted geometry, with properties calculated with ωB97M-V with the def2-TZVPD basis set.

## Properties
Total charge   0
Gap between HOMO and LUMO   7.656 eV
LUMO energy   0.09 eV
ΔE to the lowest compared entry with this formula, charge and spin   180.6 kJ/mol

Geometry (Å):
C 3.49 0.69 0.75
C 3.40 0.90 -0.54
C 1.15 -3.09 -0.16
C -2.26 -0.38 -1.39
C -1.89 0.22 1.91
C -1.48 2.32 -0.45
Si 0.84 -0.38 0.09
Si -1.28 0.44 0.05
S 2.03 0.38 1.77
S 2.05 0.53 -1.58
H 4.34 0.70 1.40
H 4.41 1.15 -0.95
H 1.64 -3.72 0.58
H 0.09 -3.33 -0.25
H 1.50 -3.04 -1.25
H -1.85 -0.20 -2.38
H -2.45 -1.57 -1.34
H -3.34 -0.08 -1.35
H -1.72 1.15 2.38
H -2.97 -0.12 1.79
H -1.34 -0.49 2.36
H -1.41 2.32 -1.48
H -2.29 2.65 0.02
H -0.67 2.95 0.01

Atom charges from the Löwdin analysis, given in e for atoms 1 to 8: -0.593 -0.677 -0.100 -0.251 -0.190 -0.174 0.244 0.426

No. 6
Below is a 12-piece molecular cluster, C6H38N2O11 overall at a distorted geometry, with properties calculated with ωB97M-V with the def2-TZVPD basis set.

## Properties
SMILES string   CCCNCCCN.O.O.O.O.O.O.O.O.O.O.O
Total charge   0
Gap between HOMO and LUMO   8.950 eV
LUMO energy   -0.17 eV
ΔE to the lowest compared entry with this formula, charge and spin   458.5 kJ/mol

Geometry (Å):
C -2.16 2.59 1.47
C -2.69 1.15 1.31
C -1.94 0.43 0.17
N -0.58 -0.25 0.61
C 0.54 0.44 0.02
C 1.82 0.04 0.74
C 2.03 0.58 2.08
N 2.01 2.05 2.11
H -1.09 2.58 1.44
H -2.42 2.87 2.53
H -2.53 3.23 0.66
H -3.76 1.13 1.14
H -2.68 0.45 2.22
H -1.74 1.17 -0.66
H -2.71 -0.39 -0.21
H -0.52 -0.19 1.65
H 0.48 1.64 0.08
H 0.71 0.25 -0.93
H 1.95 -1.04 0.67
H 2.79 0.39 0.20
H 1.34 0.24 2.92
H 2.91 0.18 2.70
H 1.43 2.45 1.41
H 2.97 2.39 1.85
O 0.61 3.32 -1.29
H 0.86 2.57 -1.97
H 1.42 3.56 -0.89
O -0.85 -0.65 4.51
H -0.12 -0.14 4.66
H -1.66 -0.19 4.62
O -0.65 0.40 -3.51
H -1.34 0.79 -3.02
H 0.29 0.84 -3.32
O 2.82 2.13 -2.52
H 2.72 1.22 -2.89
H 3.28 2.63 -3.23
O 2.03 0.14 -4.13
H 1.99 -0.84 -3.95
H 1.29 0.28 -4.77
O -3.46 -2.50 -0.28
H -4.35 -2.12 -0.01
H -3.54 -2.79 -1.23
O -2.29 -3.06 2.08
H -2.77 -3.01 1.26
H -2.11 -2.06 2.18
O 2.35 -2.53 -3.07
H 2.62 -3.39 -2.67
H 1.35 -2.49 -3.20
O 0.92 1.72 4.89
H 0.25 2.41 4.65
H 1.73 1.95 4.29
O -0.10 -2.16 -3.72
H -0.59 -2.60 -2.97
H -0.44 -1.23 -3.71
O -0.38 -3.20 0.01
H -1.26 -3.42 0.25
H -0.27 -2.30 0.33

Atom charges from the Löwdin analysis, given in e for atoms 1 to 8: -0.087 -0.270 -0.188 -0.029 -0.266 -0.198 -0.323 -0.005

No. 7
Below is one molecule with the formula C4H2 at a distorted geometry, with properties calculated with ωB97M-V with the def2-TZVPD basis set.

## Properties
SMILES string   C#CC#C
Total charge   0
Gap between HOMO and LUMO   10.880 eV
LUMO energy   1.01 eV
ΔE to the lowest compared entry with this formula, charge and spin   30.4 kJ/mol

Geometry (Å):
C -1.91 -0.02 -0.01
C -0.72 -0.17 0.02
C 0.69 -0.19 0.00
C 1.90 -0.08 -0.03
H -2.93 0.12 -0.04
H 2.98 0.34 0.06

In elementary charge units, the Löwdin charges are: 0.136 -0.152 -0.171 0.093 0.010 0.084

No. 8
Below is a 4-piece molecular cluster, C25H28B3NO11 overall, with properties calculated with ωB97M-V with the def2-TZVPD basis set.

## Properties
SMILES string   CCOC(=O)CCCB1OBOB(CN)O1.O=C1C=CC(=O)C=C1.O=C1C=CC(=O)C=C1.O=C1C=CC(=O)C=C1
Total charge   0
Gap between HOMO and LUMO   7.296 eV
LUMO energy   -1.84 eV

Geometry (Å):
C -3.33 -3.39 5.28
C -2.06 -3.64 4.50
O -1.11 -2.59 4.80
C 0.18 -3.00 4.98
O 0.62 -3.17 6.08
C 1.02 -3.19 3.73
C 0.52 -2.57 2.43
C -0.15 -3.55 1.43
B 0.40 -3.18 0.02
O 1.61 -3.72 -0.42
B 2.18 -3.28 -1.60
O 1.44 -2.47 -2.43
B 0.57 -1.63 -1.73
C 0.63 -0.08 -1.94
N -0.34 0.68 -1.14
O -0.22 -2.24 -0.78
H -3.09 -3.08 6.30
H -3.92 -2.60 4.81
H -3.94 -4.29 5.31
H -1.62 -4.61 4.76
H -2.25 -3.63 3.43
H 1.13 -4.28 3.63
H 2.01 -2.81 3.99
H 1.39 -2.09 1.96
H -0.16 -1.75 2.65
H 0.11 -4.58 1.69
H -1.24 -3.44 1.46
H 3.30 -3.56 -1.88
H 0.58 0.14 -3.02
H 1.65 0.20 -1.64
H 0.02 1.61 -0.96
H -1.20 0.78 -1.67
O 2.76 -0.25 2.75
C 3.90 -0.20 3.16
C 4.39 0.97 3.94
C 5.64 1.02 4.39
C 6.60 -0.08 4.14
O 7.74 -0.03 4.55
C 6.11 -1.25 3.36
C 4.86 -1.30 2.91
H 3.67 1.76 4.12
H 6.02 1.86 4.96
H 6.83 -2.04 3.19
H 4.48 -2.14 2.34
O -4.47 0.20 -8.15
C -3.95 0.49 -7.09
C -2.83 -0.33 -6.54
C -2.25 -0.01 -5.39
C -2.70 1.17 -4.61
O -2.18 1.47 -3.55
C -3.82 1.98 -5.15
C -4.39 1.67 -6.31
H -2.53 -1.18 -7.14
H -1.44 -0.59 -4.96
H -4.12 2.84 -4.56
H -5.21 2.24 -6.73
O -3.85 5.14 -3.22
C -2.77 5.49 -2.79
C -2.57 6.83 -2.20
C -1.38 7.21 -1.74
C -0.20 6.31 -1.81
O 0.88 6.66 -1.40
C -0.40 4.96 -2.41
C -1.59 4.58 -2.86
H -3.44 7.47 -2.16
H -1.21 8.19 -1.31
H 0.47 4.32 -2.45
H -1.79 3.61 -3.29

Atom charges from the Löwdin analysis, given in e for atoms 1 to 8: -0.063 -0.225 -0.042 -0.480 0.141 -0.078 -0.165 -0.043